Below is 2 unconnected molecules or ions with the total composition C4H6BrN at a distorted geometry, with properties calculated with ωB97M-V/def2-TZVPD.

Each line ends with the Mulliken charge.
Atoms and positions in Å:
C  -0.26053  -0.60236  0.48732  0.064
C  1.32278  1.89297  -1.05994  0.070
C  0.00607  -0.20878  -0.73463  -0.361
C  -1.28987  -1.61238  0.85398  -0.960
N  1.71099  2.06531  0.10551  -0.357
Br  -0.67897  -0.95147  -2.42934  -0.199
H  0.17666  -0.08991  1.25111  0.376
H  1.57990  2.22955  -2.13884  0.301
H  -2.04912  -1.52440  0.11470  0.373
H  -0.96511  -2.68196  1.10292  0.239
H  -1.71008  -1.27965  1.86728  0.244
H  2.15728  2.76310  0.57993  0.210

Summary:
Kohn-Sham gap (alpha / beta) = 0.30332 / 0.28922 hartree
Relative energy (zero: lowest compared OMol25 entry of this formula, charge and spin) = 453.22 kJ/mol
Net charge = 0
HOMO energy (alpha / beta) = -8.225 / -8.037 eV



Below is 4 unconnected molecules or ions with the total composition C10H17Cl6N at a distorted geometry, with properties calculated with ωB97M-V/def2-TZVPD.

Each line ends with the Mulliken charge.
Atoms and positions in Å:
N  -0.79159  -1.96641  -2.65344  0.162
C  -0.08471  -1.96360  -3.82226  -0.831
C  1.22495  -2.13232  -3.47105  -0.161
C  1.32004  -2.33730  -2.05834  -0.546
C  0.00954  -2.31156  -1.62853  -0.694
H  -1.76426  -1.88974  -2.54505  0.221
H  -0.51398  -1.74778  -4.77356  0.431
H  2.01333  -1.98722  -4.17356  0.465
H  2.17500  -2.53745  -1.48671  0.489
H  -0.38375  -2.29918  -0.62462  0.509
Cl  -1.25888  1.09393  -2.16993  -0.179
C  0.29617  1.85928  -2.40244  -0.417
C  0.86047  1.59109  -3.80979  -0.165
Cl  0.19656  2.62945  -5.02575  -0.192
H  0.95839  1.43740  -1.68499  0.246
H  0.27186  2.94610  -2.16300  0.406
H  0.71981  0.44748  -4.04904  -0.026
H  1.92471  1.75821  -3.77884  0.339
Cl  -1.98503  -0.96574  6.36931  -0.191
C  -0.87465  -0.44791  5.04156  -0.137
C  0.33214  0.28911  5.56286  -0.482
Cl  1.42349  -0.75998  6.47759  -0.197
H  -1.45513  0.25029  4.35630  0.021
H  -0.54105  -1.24891  4.40918  0.322
H  0.06775  1.12693  6.15327  0.414
H  1.00102  0.64071  4.85304  0.246
Cl  0.75146  -0.37600  1.83730  -0.212
C  -0.60075  0.32344  0.91991  0.209
C  -0.97368  1.73953  1.35190  -0.466
Cl  0.43403  2.88058  0.97897  -0.216
H  -1.47588  -0.27215  1.01122  0.453
H  -0.31630  0.31251  -0.13504  -0.470
H  -1.14489  1.87212  2.41600  0.293
H  -1.81616  2.04509  0.71753  0.355

Summary:
Kohn-Sham gap = 0.33010 hartree
Relative energy (zero: lowest compared OMol25 entry of this formula, charge and spin) = 12.04 kJ/mol
Net charge = 0
HOMO energy = -8.678 eV



Below is 2 unconnected molecules or ions with the total composition C4H11NO3 at a distorted geometry, with properties calculated with ωB97M-V/def2-TZVPD.

Each line ends with the Mulliken charge.
Atoms and positions in Å:
O  1.59856  0.56836  0.89012  -0.467
C  0.75568  1.06061  0.22515  -0.231
C  -0.36664  0.22400  -0.66044  -0.015
C  -1.20041  -0.41374  0.42432  -0.401
C  -1.87112  0.81603  1.12586  -0.371
O  -2.18271  0.04577  2.40289  -0.540
N  0.28755  -0.77352  -1.57249  -0.484
H  0.33481  2.07703  0.18118  0.419
H  -0.83939  1.09169  -1.20355  0.237
H  -0.62789  -1.13900  1.07654  0.243
H  -2.07787  -0.88025  -0.07066  0.302
H  -2.91776  1.00344  0.79871  0.256
H  -1.16884  1.61681  1.37791  0.309
H  -1.58789  0.35622  3.10149  0.280
H  0.71146  -1.59011  -1.08300  0.243
H  -0.46971  -1.09711  -2.28509  0.261
H  2.50135  -0.54843  -3.03148  0.306
H  3.12079  -0.78732  -1.60702  0.316
O  2.72203  -1.21535  -2.41012  -0.662

Summary:
Kohn-Sham gap = 0.34379 hartree
Relative energy (zero: lowest compared OMol25 entry of this formula, charge and spin) = 393.77 kJ/mol
Net charge = 0
HOMO energy = -8.664 eV



Below is a molecular structure, C44H48N4O2PdSiTe, with properties calculated with ωB97M-V/def2-TZVPD.

Each line ends with the Mulliken charge.
Atoms and positions in Å:
Pd  -0.03835  -0.10068  -0.60092  0.522
C  3.84973  1.99229  -1.38546  -1.034
Si  2.84806  0.41858  -1.35960  0.335
C  1.77604  0.55337  -2.88210  -1.067
C  3.99014  -1.04556  -1.62828  -1.215
N  1.84245  0.18700  0.04085  1.197
C  2.27488  -0.11106  1.31064  -0.173
C  3.62076  0.09721  1.68920  -0.479
C  4.10274  -0.19461  2.95462  -1.060
C  3.25595  -0.70128  3.92979  -0.747
C  1.92777  -0.91396  3.59437  -0.256
C  1.45097  -0.62677  2.32677  0.212
O  0.15707  -0.99104  1.99225  0.031
C  -0.91118  -0.50663  2.69519  0.106
C  -2.13621  -1.08774  2.39837  -0.254
C  -3.28373  -0.64380  3.03324  -0.422
C  -3.21628  0.38172  3.97089  -0.686
C  -1.99037  0.96961  4.23770  -0.707
C  -0.83148  0.53596  3.60382  0.058
H  4.32025  2.09965  -2.36827  0.353
H  4.64343  2.02308  -0.63472  0.402
H  3.19873  2.85702  -1.22126  0.099
H  2.42452  0.63762  -3.76320  0.406
H  1.15857  1.45312  -2.83748  0.091
H  1.12676  -0.30936  -3.03837  0.259
H  4.84252  -0.77764  -2.25945  0.521
H  3.45006  -1.86145  -2.11921  0.293
H  4.38599  -1.41123  -0.67513  0.312
H  4.29547  0.52498  0.95841  0.248
H  5.14727  -0.01510  3.17846  0.423
H  3.61611  -0.93015  4.92342  0.396
H  1.23853  -1.32932  4.32040  0.472
H  -2.16138  -1.87542  1.65921  0.181
H  -4.23795  -1.09333  2.78577  0.417
H  -4.10794  0.71677  4.48408  0.405
H  -1.92644  1.78690  4.94568  0.385
H  0.11472  1.02330  3.79346  0.322
C  2.16480  7.53629  -1.07560  -1.512
C  1.54631  6.18119  -0.84345  0.766
C  1.72078  5.50485  0.35673  -1.149
C  1.10370  4.28148  0.61340  0.816
C  1.38422  3.58958  1.92499  -1.252
C  0.26445  3.73185  -0.36755  0.081
Te  -0.98694  2.11478  0.16605  0.079
C  0.13513  4.35950  -1.61534  1.123
C  -0.68221  3.78160  -2.74538  -1.659
C  0.77808  5.57622  -1.82812  -1.024
H  2.77251  7.84316  -0.22463  0.349
H  1.39184  8.29249  -1.22645  0.332
H  2.79939  7.53748  -1.96421  0.343
H  2.35916  5.93845  1.12076  0.255
H  2.22024  4.07205  2.43281  0.454
H  1.62986  2.53699  1.76605  0.044
H  0.51630  3.61447  2.58801  0.371
H  -0.79743  2.70386  -2.64597  -0.055
H  -0.20726  3.99621  -3.70441  0.449
H  -1.68544  4.21823  -2.76622  0.367
H  0.66810  6.06466  -2.79288  0.412
N  6.42186  -8.69470  0.10643  -0.507
C  5.58792  -7.91648  -0.02864  -0.008
C  4.53510  -6.94135  -0.20427  0.513
C  3.21644  -7.36350  -0.33751  -0.829
C  2.21066  -6.43347  -0.52902  -0.726
C  2.52915  -5.08569  -0.60196  0.565
C  3.83966  -4.65613  -0.45391  0.157
C  4.84243  -5.58632  -0.25005  -0.884
N  1.50258  -4.13321  -0.85294  0.300
C  0.41800  -4.28495  -1.70185  -0.595
C  -0.25791  -3.10970  -1.65226  -1.291
N  0.38510  -2.24641  -0.78546  1.254
C  1.43888  -2.87992  -0.34188  -1.471
H  2.98276  -8.41785  -0.28343  0.454
H  1.17934  -6.75177  -0.60630  0.511
H  4.07623  -3.60394  -0.51722  0.287
H  5.86904  -5.26424  -0.14375  0.449
H  0.25519  -5.18587  -2.26676  0.487
H  -1.15063  -2.81491  -2.17429  0.473
H  2.14313  -2.49414  0.37950  0.735
C  -8.22642  -0.30442  0.50047  -1.573
C  -6.83212  -0.19834  -0.05255  0.708
C  -6.00635  -1.31247  -0.13840  -1.069
C  -4.71566  -1.23420  -0.64361  0.998
C  -3.90432  -2.50120  -0.72901  -1.009
C  -4.24516  0.01764  -1.08250  1.523
C  -2.90451  0.19661  -1.63341  -1.281
O  -1.97348  -0.59493  -1.49261  -0.466
C  -5.07491  1.15827  -1.02530  1.053
C  -4.61967  2.51797  -1.49998  -1.593
C  -6.34843  1.02652  -0.49983  -1.009
H  -8.44698  -1.31815  0.83120  0.352
H  -8.96333  -0.02336  -0.25438  0.349
H  -8.35740  0.36920  1.34904  0.349
H  -6.37982  -2.27645  0.18937  0.318
H  -4.55725  -3.36519  -0.60881  0.448
H  -3.14009  -2.53433  0.04637  0.059
H  -3.38946  -2.58531  -1.68317  0.191
H  -2.74011  1.10298  -2.22604  0.562
H  -3.63469  2.77763  -1.10918  0.135
H  -5.32871  3.27891  -1.17854  0.367
H  -4.56334  2.55718  -2.59148  0.384
H  -6.98645  1.90254  -0.44387  0.390

Summary:
Kohn-Sham gap = 0.23176 hartree
Relative energy (zero: lowest compared OMol25 entry of this formula, charge and spin) = 29.30 kJ/mol
Net charge = 0
HOMO energy = -6.858 eV



Below is a molecular structure, Cl4Mg at a distorted geometry, with properties calculated with ωB97M-V/def2-TZVPD.

Each line ends with the Mulliken charge.
Atoms and positions in Å:
Mg  -11.92327  2.58968  24.15385  0.891
Cl  -13.40926  3.53093  25.80947  -0.680
Cl  -11.36173  5.07759  23.02988  -0.841
Cl  -13.43245  1.56926  22.86868  -0.632
Cl  -9.74577  1.49651  23.39054  -0.737

Summary:
Kohn-Sham gap = 0.28594 hartree
Relative energy (zero: lowest compared OMol25 entry of this formula, charge and spin) = 88.07 kJ/mol
Net charge = -2
HOMO energy = -1.671 eV



Below is 4 unconnected molecules or ions with the total composition C29H33FIN2O4S at a distorted geometry, with properties calculated with ωB97M-V/def2-TZVPD.

Each line ends with the Mulliken charge.
Atoms and positions in Å:
C  -1.03197  -1.63307  1.40045  -1.022
C  -1.67912  -2.47644  0.35034  0.777
O  -2.82883  -2.81578  0.38405  -0.536
O  -0.86257  -2.82722  -0.73393  -0.367
C  -1.05544  -1.91554  -1.81168  -0.811
C  0.21162  -1.85228  -2.62430  -0.662
N  1.42969  -1.87262  -1.76451  0.383
C  2.61932  -2.48837  -2.48211  0.196
N  2.75955  -3.84090  -1.95348  -0.634
C  2.42664  -4.76510  -2.70530  0.549
S  2.04025  -5.97960  -3.55116  -0.306
C  3.90985  -1.74853  -2.17114  -1.163
O  3.87205  -0.38410  -2.49457  -0.418
C  2.69657  0.29693  -2.10395  0.137
C  2.02268  0.84412  -3.35162  -0.773
C  0.88421  1.81830  -3.13295  0.240
O  -0.12855  1.74987  -3.78950  -0.483
I  1.06052  3.36967  -1.66482  0.062
C  1.82190  -0.54379  -1.19623  -0.095
F  0.71758  0.10796  -0.80905  -0.201
H  0.00978  -1.87409  1.54752  0.367
H  -1.09707  -0.60616  1.05663  0.221
H  -1.60563  -1.69228  2.30794  0.400
H  -1.28735  -0.92765  -1.42741  0.403
H  -1.88604  -2.19101  -2.44463  0.520
H  0.17212  -1.00376  -3.28774  0.107
H  0.25877  -2.73106  -3.25267  0.605
H  1.25862  -2.49875  -0.97161  0.625
H  2.45391  -2.47135  -3.54935  0.698
H  4.70756  -2.23522  -2.70289  0.447
H  4.12476  -1.88520  -1.11240  0.416
H  2.99626  1.14608  -1.50242  0.461
H  1.70369  0.07711  -4.03843  0.173
H  2.79194  1.39586  -3.88118  0.472
H  2.38795  -0.75802  -0.29729  0.295
C  -4.09268  1.10025  1.17194  -0.251
C  -4.98090  2.15096  1.35287  -0.515
C  -6.31266  1.88851  1.63856  -0.441
C  -6.75425  0.57708  1.74925  -0.364
C  -5.86535  -0.47304  1.57028  -0.666
C  -4.53390  -0.21302  1.27830  0.173
H  -3.05224  1.30864  0.94714  0.337
H  -4.63605  3.17354  1.27181  0.369
H  -7.00732  2.70635  1.77556  0.366
H  -7.79248  0.37414  1.97548  0.375
H  -6.20971  -1.49521  1.65764  0.392
H  -3.84527  -1.03144  1.13390  0.165
C  2.29149  7.04500  -2.34369  -0.350
C  3.31339  7.58119  -3.11396  -0.445
C  4.36457  8.24908  -2.50207  -0.361
C  4.39698  8.37479  -1.12021  -0.376
C  3.37622  7.83651  -0.34979  -0.406
C  2.32161  7.17428  -0.96200  -0.385
H  1.46854  6.52857  -2.82129  0.455
H  3.29003  7.48010  -4.19112  0.363
H  5.15855  8.67321  -3.10225  0.362
H  5.21762  8.89432  -0.64378  0.361
H  3.40127  7.93610  0.72737  0.364
H  1.52050  6.76152  -0.36037  0.406
C  -0.67952  -5.42365  4.08596  -0.560
C  -0.12545  -5.79256  5.30344  -0.320
C  -0.51848  -5.14834  6.46807  -0.443
C  -1.47057  -4.13990  6.41708  -0.351
C  -2.02716  -3.77236  5.20043  -0.578
C  -1.62883  -4.41223  4.03514  -0.223
H  -0.37337  -5.92653  3.17729  0.372
H  0.61139  -6.58377  5.34533  0.365
H  -0.08400  -5.43384  7.41675  0.367
H  -1.78031  -3.64208  7.32622  0.369
H  -2.77284  -2.98848  5.16116  0.392
H  -2.06404  -4.12564  3.08494  0.600

Summary:
Kohn-Sham gap = 0.27599 hartree
Net charge = +1
HOMO energy = -11.012 eV



| no. | E (eV) |
| --- | --- |
| 1 | -75772.223 |
| 2 | -87270.146 |
| 3 | -11956.028 |
| 4 | -75115.130 |
| 5 | -55542.492 |
| 6 | -63423.426 |